(1)
Formula: C29H25BCsN14OSSe
Source: the OMol25 dataset
Level of theory: ωB97M-V with the def2-TZVPD basis set

Last column: Mulliken charge in e.
Cartesian coordinates (Å):
Cs1 -0.9031 0.1754 -0.4897  1.4497
O1 -2.9012 2.9668 -3.8099  -0.8736
C1 -2.6636 1.9929 -3.0484  -0.0922
N1 -2.4297 2.0093 -1.7539  -0.3357
C2 -2.4098 3.3393 -1.2041  -0.8647
C3 -1.9627 3.4254 0.2438  0.6163
C4 -1.6456 4.6783 0.7794  -0.6750
C5 -1.2883 4.7806 2.1088  -0.3382
C6 -1.2442 3.6304 2.8900  -0.8610
C7 -1.5582 2.4301 2.2825  -0.0568
N2 -1.9147 2.3275 0.9993  -0.2948
C8 -2.6300 0.6031 -3.6929  0.2232
C9 -3.0078 0.4799 -5.0268  -0.5065
C10 -2.9198 -0.7575 -5.6434  -0.2466
C11 -2.4698 -1.8498 -4.9133  -0.8755
C12 -2.1440 -1.6477 -3.5828  -0.4210
N3 -2.2101 -0.4537 -2.9864  0.1232
H1 -3.4081 3.8062 -1.2596  0.2859
H2 -1.7691 4.0046 -1.8011  0.3192
H3 -1.6757 5.5530 0.1401  0.3943
H4 -1.0380 5.7449 2.5352  0.3875
H5 -0.9527 3.6625 3.9317  0.3802
H6 -1.5345 1.4975 2.8405  0.4115
H7 -3.3434 1.3688 -5.5421  0.4429
H8 -3.1957 -0.8708 -6.6857  0.3784
H9 -2.3724 -2.8339 -5.3520  0.4392
H10 -1.8077 -2.4839 -2.9692  0.5792
C13 1.8576 -2.6570 3.1007  -0.9886
C14 0.7886 -1.8910 2.5925  -0.4129
N4 1.2074 -1.0373 1.6725  0.1009
N5 2.5390 -1.2325 1.5616  0.2872
C15 2.9573 -2.2015 2.4096  -0.3751
B1 3.2910 -0.3769 0.5193  0.1118
N6 2.8146 1.0898 0.6965  1.6782
C16 2.4814 1.6956 1.8567  -0.6065
C17 2.1541 3.0024 1.5738  -0.6460
C18 2.3245 3.0978 0.1768  -0.6527
N7 2.7279 1.9471 -0.3437  -1.0342
N8 2.9741 -0.8282 -0.9134  0.5072
C19 3.8121 -1.0750 -1.9432  -0.2515
C20 3.0431 -1.3345 -3.0565  -1.0152
C21 1.7168 -1.2116 -2.5916  -0.3073
N9 1.6900 -0.9075 -1.3053  -0.2864
N10 4.8306 -0.4128 0.7170  0.6145
C22 5.6515 0.6446 0.5264  -0.2040
C23 6.9491 0.1996 0.6505  -0.8846
C24 6.8107 -1.1767 0.9146  -0.2576
N11 5.5381 -1.5401 0.9476  -1.2175
H11 1.8283 -3.4345 3.8463  0.3691
H12 -0.2619 -1.9299 2.8462  0.3727
H13 3.9901 -2.5010 2.4362  0.4690
H14 2.4773 1.1506 2.7872  0.4155
H15 1.8238 3.7674 2.2570  0.4743
H16 2.1575 3.9508 -0.4657  0.4733
H17 4.8832 -1.0580 -1.8143  0.3375
H18 3.3835 -1.5759 -4.0502  0.3815
H19 0.7922 -1.3368 -3.1381  0.2872
H20 5.2567 1.6234 0.3010  0.4068
H21 7.8529 0.7806 0.5650  0.3821
H22 7.5834 -1.9140 1.0794  0.4419
Se1 -4.7934 -0.8872 4.7022  0.1934
N12 -5.3507 -2.4987 4.1974  -0.8647
C25 -4.7676 -2.7205 3.0419  0.9464
C26 -4.9220 -3.9112 2.2533  -0.5403
C27 -4.2448 -3.9808 1.0944  -0.5174
C28 -3.4037 -2.8846 0.6698  -0.0950
N13 -3.2249 -1.7867 1.3368  -0.1232
C29 -3.8919 -1.6732 2.5309  0.3464
N14 -3.7736 -0.6056 3.2905  -0.4465
H23 -5.5535 -4.7147 2.6083  0.4051
H24 -4.2918 -4.8582 0.4624  0.3589
H25 -2.8389 -3.0017 -0.2544  0.2846
S1 -1.4701 -5.3733 -1.3359  -0.9075

Summary:
LUMO level (spin up / spin down) (eV): 3.06 / 3.05
Orbital gap (spin up / spin down) (eV): 4.85 / 4.39
Multiplicity: 2
Calculated total energy (eV): -130796.1149
Highest occupied orbital energy (spin up / spin down) (hartree): -0.06575 / -0.04934
Total charge: -2

(2)
Formula: C39H41N7S3SiTc
Source: the OMol25 dataset
Level of theory: ωB97M-V with the def2-TZVPD basis set

Last column: Mulliken charge in e.
Cartesian coordinates (Å):
Tc1 0.3410 0.5079 0.1624  -1.6270
C1 -2.1041 5.2419 -0.0133  -0.5566
S1 -0.3048 5.3172 0.1076  -0.0020
C2 0.1621 3.6483 0.1682  0.5908
S2 -1.0398 2.3935 0.0416  -0.1892
N1 1.4127 3.4329 0.3655  -1.2316
N2 1.8145 2.1022 0.3903  0.7143
C3 3.0384 2.0240 0.7882  -0.9551
C4 3.9628 0.8953 0.6948  1.0278
C5 5.0735 0.8958 1.5341  -0.7941
C6 6.0367 -0.0865 1.3638  -0.4680
C7 5.8680 -1.0017 0.3403  -0.7965
C8 4.7295 -0.9104 -0.4554  -0.2226
N3 3.7847 0.0041 -0.2852  -0.0186
H1 -2.4164 6.2818 -0.0891  0.3991
H2 -2.4189 4.7043 -0.9046  0.0648
H3 -2.5424 4.8063 0.8809  0.3089
H4 3.4596 2.9565 1.1549  0.5175
H5 5.1838 1.6621 2.2902  0.4757
H6 6.9137 -0.1144 1.9958  0.4853
H7 6.6125 -1.7587 0.1378  0.4575
H8 4.5872 -1.5995 -1.2807  0.4969
N4 1.7626 -0.8250 4.0459  0.1085
C9 1.3552 -0.0246 5.1504  -0.0666
C10 1.7864 -0.3621 6.4189  -0.7528
C11 1.3988 0.4075 7.5084  -0.6490
C12 0.5779 1.5053 7.3209  -0.7800
C13 0.1409 1.8372 6.0434  -0.7696
C14 0.5329 1.0742 4.9586  1.0435
S3 -0.0389 1.5488 3.3470  -0.2244
N5 0.5581 0.2807 2.3669  0.2066
C15 1.3316 -0.6676 2.7866  0.7636
C16 1.7466 -1.6702 1.7637  -0.2080
C17 2.3551 -2.8713 2.0790  -0.8008
C18 2.6426 -3.7740 1.0643  -1.3900
C19 2.3172 -3.4421 -0.2378  -0.6251
C20 1.7256 -2.2156 -0.4791  -1.1553
N6 1.4384 -1.3489 0.4937  3.4248
H9 2.4021 -1.5716 4.2548  0.1290
H10 2.4254 -1.2258 6.5611  0.4206
H11 1.7396 0.1421 8.4988  0.4187
H12 0.2717 2.1088 8.1633  0.4188
H13 -0.5031 2.6951 5.8949  0.4480
H14 2.5791 -3.1400 3.1010  0.6102
H15 3.1049 -4.7238 1.2961  0.5134
H16 2.5146 -4.1150 -1.0600  0.5878
H17 1.4670 -1.9115 -1.4821  -0.2832
C21 0.5855 0.5392 -1.9044  -0.7013
Si1 -1.0470 0.0055 -2.6966  -0.6064
C22 -1.7279 -1.1960 -1.3892  -0.6615
N7 -1.5240 -0.8032 0.0523  2.9222
C23 -2.7346 -0.0373 0.5738  -1.1826
C24 -3.7183 -0.8610 1.3996  -0.9594
C25 -3.9691 -2.2382 0.8105  -0.7644
C26 -2.6320 -2.9867 0.6880  -0.6957
C27 -1.4251 -2.0639 0.8647  -1.2273
C28 -2.1674 1.4485 -3.0470  0.6554
C29 -3.5516 1.3713 -2.8870  -0.1684
C30 -4.3726 2.4422 -3.2152  -0.8622
C31 -3.8184 3.6061 -3.7266  -0.5669
C32 -2.4445 3.6960 -3.9135  -0.8955
C33 -1.6293 2.6274 -3.5738  -0.1038
C34 -0.7627 -0.9857 -4.2467  0.8511
C35 0.0543 -2.1210 -4.2444  -0.1470
C36 0.2602 -2.8629 -5.3949  -0.8508
C37 -0.3530 -2.4769 -6.5802  -0.5802
C38 -1.1675 -1.3561 -6.6058  -0.7548
C39 -1.3721 -0.6178 -5.4480  -0.5272
H18 0.8342 1.5474 -2.2486  0.8023
H19 1.4107 -0.1004 -2.2281  0.8577
H20 -1.1581 -2.1170 -1.5530  0.5759
H21 -2.7736 -1.4657 -1.5517  0.3513
H22 -3.2288 0.3875 -0.2991  0.4482
H23 -2.3977 0.7875 1.1938  0.2423
H24 -4.6404 -0.2811 1.4602  0.4833
H25 -3.3538 -0.9579 2.4251  0.3458
H26 -4.4486 -2.1437 -0.1662  0.2855
H27 -4.6622 -2.7921 1.4415  0.4692
H28 -2.5627 -3.4934 -0.2741  0.1965
H29 -2.5453 -3.7677 1.4453  0.5888
H30 -0.5373 -2.6085 0.5580  -0.1684
H31 -1.3028 -1.7669 1.9075  0.5654
H32 -4.0118 0.4578 -2.5244  0.4082
H33 -5.4441 2.3619 -3.0887  0.4598
H34 -4.4572 4.4372 -3.9948  0.4273
H35 -2.0115 4.5947 -4.3334  0.4351
H36 -0.5601 2.7134 -3.7366  0.4066
H37 0.5418 -2.4432 -3.3276  -0.0022
H38 0.8942 -3.7395 -5.3742  0.4368
H39 -0.1951 -3.0526 -7.4821  0.3967
H40 -1.6462 -1.0558 -7.5281  0.4243
H41 -2.0130 0.2549 -5.4828  0.3245

Summary:
LUMO level (spin up / spin down) (eV): -6.19 / -7.18
Orbital gap (spin up / spin down) (eV): 6.74 / 5.77
Multiplicity: 4
Calculated total energy (eV): -94108.6205
Highest occupied orbital energy (spin up / spin down) (hartree): -0.47502 / -0.47599
Total charge: +2

(3)
Formula: C4H6N3O7S
Source: the OMol25 dataset
Level of theory: ωB97M-V with the def2-TZVPD basis set

Last column: Mulliken charge in e.
Cartesian coordinates (Å):
C1 -0.6407 0.9347 0.8365  0.5808
C2 -0.0852 -0.8550 -0.7068  0.7974
C3 -0.4022 2.3621 0.4902  -0.9798
C4 1.2665 -1.5571 0.7760  -0.6419
N1 1.7647 -2.8238 0.4634  -0.6075
N2 -0.6650 0.1961 -0.3201  -0.0755
N3 2.0563 -0.4625 0.4667  0.8294
O1 -2.3682 -0.3295 -2.1577  -0.5808
O2 -0.7869 0.5097 1.9584  -0.6345
O3 -0.0748 -1.6933 -1.5346  -0.5215
O4 1.7497 0.7388 0.8102  -0.6678
O5 3.1288 -0.6532 -0.2031  -0.7106
O6 -3.2863 0.8634 -0.2648  -0.5781
O7 -1.9312 1.9831 -1.8848  -0.6626
S1 -2.2764 0.7357 -1.2578  1.1761
H1 -1.1531 2.5585 -0.4009  0.3974
H2 -0.6947 2.9310 1.4074  0.2857
H3 0.6258 2.3846 0.1699  0.3383
H4 0.4360 -1.4806 1.4328  0.6681
H5 1.0030 -3.5723 0.3333  0.2824
H6 2.3338 -2.7703 -0.4141  0.3051

Summary:
LUMO level (eV): 2.93
Orbital gap (eV): 8.00
ΔE to the lowest compared entry with this formula, charge and spin (kJ/mol): 150.6
Calculated total energy (eV): -33880.4760
Highest occupied orbital energy (hartree): -0.18626
Total charge: -1

(4)
Formula: C17H28BMgNO6P2
Source: the OMol25 dataset
Level of theory: ωB97M-V with the def2-TZVPD basis set

Last column: Mulliken charge in e.
Cartesian coordinates (Å):
C1 -2.3859 -1.0048 -1.5233  -0.6229
C2 -1.4483 -0.4586 -1.0068  -2.0982
C3 -0.4892 0.1297 -0.0575  3.4112
C4 -1.0649 0.5244 1.3340  -0.9629
C5 -2.6040 0.6273 1.4066  -1.2008
C6 -3.1591 2.0159 1.0057  -1.2120
C7 -4.2683 1.9172 -0.0483  -0.2201
C8 -4.3521 3.1484 -0.9729  -1.3179
C9 -0.0850 1.5201 -0.6652  -0.7870
O1 -0.7010 2.2436 -1.3518  -0.4205
O2 1.1883 1.7474 -0.1826  -0.3996
C10 1.8016 0.5944 0.3193  -0.5618
O3 1.8600 0.5874 1.7867  -0.5026
C11 2.2704 1.7120 2.2736  0.6954
N1 2.6432 2.6825 2.7707  -0.5407
B1 3.3653 0.5832 -0.1303  0.8977
O4 4.1918 -0.4021 0.3240  -0.5273
O5 3.7524 1.6033 -0.9049  -0.5608
C12 5.1767 1.8051 -1.0439  -0.8181
C13 0.8956 -0.5431 -0.1697  2.1596
P1 1.1779 -1.1085 -1.9714  0.1258
C14 1.6820 0.3281 -2.9653  -0.9263
O6 2.5828 -1.9730 -1.7682  -0.4975
P2 1.1764 -2.1093 0.7687  -0.1734
C15 0.4176 -2.0300 2.4205  -0.3864
C16 0.0798 -3.3086 -0.0709  -0.2869
C17 -0.4176 -4.3908 0.9065  -0.7954
H1 -3.1630 -1.5685 -1.9608  0.5374
H2 -0.7417 -0.1092 2.1462  0.3904
H3 -0.7001 1.5162 1.5681  0.6530
H4 -3.1032 -0.1835 0.8744  0.2856
H5 -2.8365 0.4998 2.4630  0.4381
H6 -2.3625 2.6805 0.6936  0.5084
H7 -3.5864 2.4682 1.8917  0.5345
H8 -4.1583 1.0308 -0.6628  0.1118
H9 -5.2141 1.8400 0.4776  0.4086
H10 -3.9672 2.9215 -1.9585  0.2948
H11 -5.3846 3.4365 -1.1223  0.3839
H12 -3.8276 3.9847 -0.5297  0.3550
H13 4.6247 -0.8443 -0.4140  0.2884
H14 5.6659 1.7824 -0.0804  0.3444
H15 5.6147 1.1146 -1.7563  0.3538
H16 5.3073 2.7977 -1.4512  0.2698
H17 2.6257 0.7789 -2.6826  0.2293
H18 0.9034 1.0772 -3.0409  0.2645
H19 1.8108 -0.0554 -3.9763  0.5470
H20 2.9512 -2.2125 -2.6272  0.3814
H21 0.5558 -1.0917 2.9404  0.5077
H22 -0.7370 -2.1559 2.2862  -0.4342
H23 0.7524 -2.8324 3.0657  0.5114
H24 -0.7735 -2.7940 -0.5431  0.1059
H25 0.5983 -3.7879 -0.8886  0.4963
H26 0.0949 -4.4422 1.8569  0.3851
H27 -1.5084 -4.2116 0.9964  0.0310
H28 -0.3498 -5.3800 0.4740  0.3952
Mg1 -2.3774 -2.7011 1.4770  0.9509

Summary:
LUMO level (eV): -10.70
Orbital gap (eV): 3.83
Calculated total energy (eV): -56536.5013
Highest occupied orbital energy (hartree): -0.53403
Total charge: +2